The following is a quantum chemistry calculation of 13 unconnected molecules or ions with the total composition C36H73Cl24N3O6 in a non-equilibrium geometry, from the OMol25 dataset.

Bonds (Å) are listed after each position.
Cartesian coordinates (Å):
1 C 7.98 -0.53 0.97  C2 1.520, H22 1.083, H23 1.082, H24 1.084
2 C 7.15 0.74 1.04  C1 1.520, O3 1.405, H25 1.084, H26 1.087
3 O 5.84 0.54 0.57  C2 1.405, C4 1.424
4 C 5.66 1.00 -0.76  O3 1.424, C5 1.518, H27 1.083, H28 1.088
5 C 4.55 0.20 -1.43  C4 1.518, O6 1.402, H29 1.089, H30 1.091
6 O 3.56 1.02 -1.98  C5 1.402, C7 1.411
7 C 2.48 0.23 -2.44  O6 1.411, C8 1.511, H31 1.084, H32 1.089
8 C 1.22 1.04 -2.62  C7 1.511, O9 1.401, H33 1.077, H34 1.091
9 O 0.79 1.66 -1.44  C8 1.401, C10 1.412
10 C 0.46 0.72 -0.45  O9 1.412, C11 1.492, H35 1.085, H36 1.092
11 C -0.58 1.22 0.50  C10 1.492, O12 1.445, C16 1.485, H37 1.092
12 O -0.49 2.62 0.88  C11 1.445, C13 1.342
13 C -1.60 2.78 1.62  O12 1.342, O14 1.134, O15 1.361
14 O -1.74 3.50 2.49  C13 1.134
15 O -2.57 1.92 1.22  C13 1.361, C16 1.433
16 C -2.01 1.19 0.12  C11 1.485, O15 1.433, C17 1.522, H38 1.091
17 C -2.72 -0.13 -0.17  C16 1.522, C18 1.533, H39 1.081, H40 1.081
18 C -2.42 -1.33 0.72  C17 1.533, N19 1.460, N20 1.465, N21 1.469
19 N -2.64 -1.06 2.14  C18 1.460, H41 1.010, H42 1.007
20 N -1.09 -1.91 0.49  C18 1.465, H43 1.009, H44 1.010
21 N -3.35 -2.41 0.39  C18 1.469, H45 1.006, H46 1.016
22 H 7.76 -1.16 1.83  C1 1.083
23 H 7.78 -1.10 0.07  C1 1.082
24 H 9.03 -0.27 1.01  C1 1.084
25 H 7.13 1.05 2.08  C2 1.084
26 H 7.65 1.54 0.49  C2 1.087
27 H 6.60 0.90 -1.29  C4 1.083
28 H 5.39 2.06 -0.71  C4 1.088
29 H 4.13 -0.43 -0.66  C5 1.089
30 H 5.02 -0.46 -2.16  C5 1.091
31 H 2.78 -0.20 -3.39  C7 1.084
32 H 2.30 -0.62 -1.78  C7 1.089
33 H 1.37 1.79 -3.38  C8 1.077
34 H 0.47 0.36 -3.02  C8 1.091
35 H 0.18 -0.23 -0.91  C10 1.085
36 H 1.36 0.52 0.14  C10 1.092
37 H -0.44 0.71 1.45  C11 1.092
38 H -2.19 1.80 -0.76  C16 1.091
39 H -2.53 -0.40 -1.20  C17 1.081
40 H -3.78 0.07 -0.05  C17 1.081
41 H -2.26 -0.16 2.42  N19 1.010
42 H -2.19 -1.78 2.68  N19 1.007
43 H -1.09 -2.87 0.80  N20 1.009
44 H -0.39 -1.43 1.03  N20 1.010
45 H -4.28 -2.07 0.59  N21 1.006
46 H -3.33 -2.49 -0.63  N21 1.016
47 Cl -5.21 5.41 5.32  C48 1.786
48 C -3.86 5.84 4.23  Cl47 1.786, C49 1.504, H51 1.087, H52 1.089
49 C -2.65 6.33 4.99  C48 1.504, Cl50 1.786, H53 1.088, H54 1.087
50 Cl -2.94 7.91 5.75  C49 1.786
51 H -4.22 6.58 3.53  C48 1.087
52 H -3.60 4.94 3.68  C48 1.089
53 H -1.82 6.45 4.30  C49 1.088
54 H -2.36 5.63 5.76  C49 1.087
55 Cl -3.97 5.25 10.22  C56 1.786
56 C -5.10 6.26 9.28  Cl55 1.786, C57 1.505, H59 1.086, H60 1.089
57 C -4.50 7.60 8.93  C56 1.505, Cl58 1.786, H61 1.088, H62 1.085
58 Cl -4.30 8.64 10.37  C57 1.786
59 H -6.01 6.37 9.85  C56 1.086
60 H -5.32 5.72 8.36  C56 1.089
61 H -5.16 8.13 8.25  C57 1.088
62 H -3.53 7.50 8.46  C57 1.085
63 Cl 1.14 -1.86 -4.58  C64 1.784
64 C 1.35 -2.81 -6.07  Cl63 1.784, C65 1.506, H67 1.087, H68 1.089
65 C 2.74 -2.70 -6.63  C64 1.506, Cl66 1.782, H69 1.090, H70 1.088
66 Cl 3.07 -1.06 -7.27  C65 1.782
67 H 0.60 -2.48 -6.79  C64 1.087
68 H 1.14 -3.85 -5.81  C64 1.089
69 H 2.86 -3.39 -7.46  C65 1.090
70 H 3.49 -2.92 -5.88  C65 1.088
71 Cl -5.37 -4.30 2.57  C72 1.779
72 C -6.94 -4.41 1.74  Cl71 1.779, C73 1.507, H75 1.087, H76 1.089
73 C -6.79 -4.56 0.25  C72 1.507, Cl74 1.786, H77 1.087, H78 1.087
74 Cl -6.17 -3.07 -0.52  C73 1.786
75 H -7.52 -3.53 2.00  C72 1.087
76 H -7.45 -5.29 2.14  C72 1.089
77 H -7.77 -4.75 -0.20  C73 1.087
78 H -6.12 -5.37 -0.01  C73 1.087
79 Cl 6.26 3.64 -3.69  C80 1.779
80 C 4.93 4.79 -3.43  Cl79 1.779, C81 1.503, H83 1.087, H84 1.089
81 C 3.60 4.10 -3.51  C80 1.503, Cl82 1.779, H85 1.089, H86 1.089
82 Cl 3.21 3.55 -5.16  C81 1.779
83 H 5.02 5.59 -4.16  C80 1.087
84 H 5.06 5.22 -2.44  C80 1.089
85 H 2.80 4.79 -3.22  C81 1.089
86 H 3.56 3.24 -2.85  C81 1.089
87 Cl 2.90 -2.35 -10.45  C88 1.778
88 C 4.67 -2.37 -10.29  Cl87 1.778, C89 1.505, H91 1.088, H92 1.089
89 C 5.23 -3.76 -10.37  C88 1.505, Cl90 1.782, H93 1.089, H94 1.087
90 Cl 4.76 -4.74 -8.96  C89 1.782
91 H 4.92 -1.90 -9.34  C88 1.088
92 H 5.08 -1.76 -11.09  C88 1.089
93 H 6.32 -3.72 -10.39  C89 1.089
94 H 4.89 -4.28 -11.27  C89 1.087
95 Cl 2.82 -2.34 -0.64  C96 1.783
96 C 3.74 -3.87 -0.68  Cl95 1.783, C97 1.506, H99 1.085, H100 1.089
97 C 5.07 -3.75 0.03  C96 1.506, Cl98 1.786, H101 1.089, H102 1.088
98 Cl 6.22 -2.69 -0.83  C97 1.786
99 H 3.88 -4.15 -1.72  C96 1.085
100 H 3.13 -4.62 -0.19  C96 1.089
101 H 5.53 -4.74 0.09  C97 1.089
102 H 4.95 -3.36 1.04  C97 1.088
103 Cl -4.00 1.84 -2.66  C104 1.785
104 C -4.99 3.32 -2.54  Cl103 1.785, C105 1.508, H107 1.087, H108 1.089
105 C -4.16 4.54 -2.24  C104 1.508, Cl106 1.780, H109 1.089, H110 1.087
106 Cl -3.50 4.52 -0.59  C105 1.780
107 H -5.75 3.15 -1.79  C104 1.087
108 H -5.48 3.44 -3.51  C104 1.089
109 H -4.79 5.43 -2.31  C105 1.089
110 H -3.33 4.65 -2.94  C105 1.087
111 Cl 4.61 -5.73 -3.32  C112 1.782
112 C 4.89 -6.75 -4.76  Cl111 1.782, C113 1.506, H115 1.087, H116 1.089
113 C 6.33 -6.73 -5.20  C112 1.506, Cl114 1.779, H117 1.089, H118 1.087
114 Cl 6.79 -5.13 -5.83  C113 1.779
115 H 4.23 -6.39 -5.55  C112 1.087
116 H 4.60 -7.76 -4.50  C112 1.089
117 H 6.47 -7.45 -6.00  C113 1.089
118 H 7.00 -6.98 -4.39  C113 1.087
119 Cl -8.74 5.70 10.51  C120 1.784
120 C -8.09 5.48 12.16  Cl119 1.784, C121 1.506, H123 1.087, H124 1.090
121 C -8.38 4.11 12.71  C120 1.506, Cl122 1.782, H125 1.089, H126 1.087
122 Cl -10.11 3.86 13.03  C121 1.782
123 H -8.51 6.26 12.79  C120 1.087
124 H -7.01 5.63 12.10  C120 1.090
125 H -7.86 3.97 13.65  C121 1.089
126 H -8.05 3.33 12.02  C121 1.087
127 Cl 5.62 -3.80 3.28  C128 1.784
128 C 7.08 -4.61 3.90  Cl127 1.784, C129 1.506, H131 1.087, H132 1.089
129 C 8.04 -3.64 4.54  C128 1.506, Cl130 1.780, H133 1.089, H134 1.087
130 Cl 8.77 -2.55 3.34  C129 1.780
131 H 7.54 -5.14 3.07  C128 1.087
132 H 6.75 -5.34 4.64  C128 1.089
133 H 8.85 -4.19 5.01  C129 1.089
134 H 7.54 -3.03 5.29  C129 1.087
135 Cl -9.81 -3.73 -1.55  C136 1.783
136 C -9.82 -3.02 -3.18  Cl135 1.783, C137 1.507, H139 1.087, H140 1.089
137 C -8.56 -2.25 -3.48  C136 1.507, Cl138 1.780, H141 1.089, H142 1.088
138 Cl -8.44 -0.77 -2.51  C137 1.780
139 H -10.71 -2.39 -3.26  C136 1.087
140 H -9.93 -3.85 -3.88  C136 1.089
141 H -8.56 -1.95 -4.53  C137 1.089
142 H -7.68 -2.85 -3.29  C137 1.088

Values from the calculation:
* energy: -13075.8092 a.u.
* HOMO-LUMO gap: 9.06 eV
* total charge: 0
* LUMO energy: 0.3 eV